No. 1
The following is a DFT calculation (ωB97M-V/def2-TZVPD) of a single C4H8O2 molecule in a non-equilibrium geometry.

## Properties
strongest force on any atom = 1.72 eV/A
SMILES = CO/C=C(\C)O
net charge = 0
HOMO = -0.29712 hartree
energy relative to the best compared isomer or geometry (same formula, charge and spin) = 64.5 kcal per mole
orbital gap = 9.038 eV
molecular weight = 88.11 g mol⁻¹
LUMO = 1.0 eV

Each line ends with the Mulliken charge.
CARTESIAN COORDINATES (ANGSTROEM)
C  0.05  0.54  -2.15  -0.6764
O  0.80  -0.15  -1.20  -0.3519
C  0.74  0.44  0.02  -0.4582
C  0.21  -0.14  1.11  0.6343
C  -0.93  -1.10  1.20  -1.0186
O  0.81  0.31  2.25  -0.5259
H  0.39  1.58  -2.25  0.3117
H  0.17  0.01  -3.10  0.2253
H  -1.01  0.54  -1.85  0.2907
H  0.95  1.52  0.08  0.3148
H  -0.72  -1.98  1.80  0.3081
H  -1.22  -1.39  0.19  0.2380
H  -1.79  -0.58  1.66  0.2922
H  1.60  0.63  1.75  0.4157

No. 2
The following is a DFT calculation (ωB97M-V/def2-TZVPD) of a single C4H6N2 molecule in a non-equilibrium geometry.

## Properties
strongest force on any atom = 1.00 eV/A
SMILES = N#C[C@H]1CCN1
net charge = 0
HOMO = -0.33443 hartree
energy relative to the best compared isomer or geometry (same formula, charge and spin) = 40.7 kcal per mole
orbital gap = 10.051 eV
molecular weight = 82.11 g mol⁻¹
LUMO = 1.0 eV

Each line ends with the Mulliken charge.
CARTESIAN COORDINATES (ANGSTROEM)
N  3.07  0.11  -0.58  -0.4122
C  2.00  -0.04  -0.16  -0.0035
C  0.67  -0.26  0.42  0.3178
C  -0.34  0.92  0.34  -0.5997
C  -1.32  -0.09  -0.30  -0.4530
N  -0.26  -1.08  -0.31  -0.3131
H  0.83  -0.62  1.44  0.2188
H  -0.66  1.33  1.30  0.2544
H  -0.02  1.71  -0.33  0.2656
H  -1.77  0.20  -1.25  0.2878
H  -2.14  -0.37  0.38  0.2191
H  -0.07  -1.81  -0.96  0.2180

No. 3
The following is a DFT calculation (ωB97M-V/def2-TZVPD) of a molecular structure, C3H3NO2 in a non-equilibrium geometry.

## Properties
strongest force on any atom = 3.90 eV/A
net charge = 0
HOMO = -0.39292 hartree
energy relative to the best compared isomer or geometry (same formula, charge and spin) = 86.2 kcal per mole
orbital gap = 10.802 eV
molecular weight = 85.06 g mol⁻¹
LUMO = 0.1 eV

Each line ends with the Mulliken charge.
CARTESIAN COORDINATES (ANGSTROEM)
C  -0.08  1.00  0.48  -0.6149
O  0.91  -0.03  0.46  -0.3158
C  0.78  -1.19  -0.21  0.5468
O  1.59  -2.06  -0.22  -0.4511
C  -0.56  -1.17  -0.91  0.3206
N  -1.40  -0.36  -0.94  -0.4140
H  -1.23  0.80  -0.23  0.3781
H  -0.39  1.12  1.52  0.2747
H  0.38  1.89  0.04  0.2757